[1]
Molecular formula: C7H6N2
Method: DFT, ωB97M-V/def2-TZVPD

The frontier orbital gap is 9.3 eV. The value obtained for the electronic energy is -379.7431 Eh. The charge is 0. The energy above the lowest of the compared OMol25 structures with the same formula, charge and spin comes out at 67.6 kcal per mole. The SMILES is c1ccc2[nH]cnc2c1.

Element x y z (Å)
1 N 1.59803 -1.13441 0.02975
2 N 1.46879 1.00593 -0.12555
3 C 2.31206 -0.03154 -0.02710
4 C 0.18476 0.61969 -0.01398
5 C -2.00297 -0.74300 -0.23485
6 C -2.11296 0.69176 -0.05768
7 C -0.81747 -1.37268 0.08700
8 C 0.25291 -0.75981 0.02484
9 C -0.92391 1.43708 0.20371
10 H 3.40455 0.09930 0.20132
11 H -3.15135 1.11687 0.27356
12 H -0.95028 -2.46957 0.57596
13 H 2.08403 1.94246 -0.23221
14 H -2.98586 -1.43663 -0.26862
15 H -1.22327 2.59777 0.22899

Löwdin population analysis, charges in e, atoms 1 to 8: 0.118 0.057 -0.189 -0.254 -0.094 -0.109 -0.118 -0.337

=====

[2]
Molecular formula: C3H8N3
Method: DFT, ωB97M-V/def2-TZVPD

The frontier orbital gap is 10.0 eV. The value obtained for the electronic energy is -283.0851 Eh. The charge is +1. The energy above the lowest of the compared OMol25 structures with the same formula, charge and spin comes out at 49.3 kcal per mole.

Element x y z (Å)
1 N 0.86364 1.18226 -0.86106
2 N 0.48435 -1.08140 -1.34905
3 N -0.74955 -1.52995 1.17980
4 C -0.83937 0.86002 1.90278
5 C -0.86125 -0.41214 1.62185
6 C 0.86669 0.16673 -1.70580
7 H 0.42873 -1.93659 -2.01246
8 H -1.66962 1.32835 1.52650
9 H 1.31607 0.46673 -2.71658
10 H 1.28767 2.00631 -1.11897
11 H -0.30403 1.49151 2.54692
12 H -0.09261 -1.23629 -0.55251
13 H -1.19233 -2.34256 1.51506
14 H 0.46160 1.03702 0.02350

Löwdin population analysis, charges in e, atoms 1 to 8: 0.208 0.164 0.160 0.025 -0.217 -0.121 0.187 0.053

=====

[3]
Molecular formula: C7H6ClN2O2PS
Method: DFT, ωB97M-V/def2-TZVPD

The frontier orbital gap is 7.3 eV. The value obtained for the electronic energy is -1729.9936 Eh. The charge is 0.

Element x y z (Å)
1 Cl 3.54884 1.57617 -0.04739
2 S -3.32906 1.04667 -0.40376
3 P -1.98824 -1.12234 0.82675
4 O -4.15572 1.55163 0.70986
5 O -2.23766 1.86553 -0.78586
6 N -0.40732 -1.19689 -1.31374
7 N -0.49385 -0.15899 0.76711
8 C 1.38455 1.10269 1.40425
9 C 0.61137 -1.30721 -2.28067
10 C 0.16293 0.62598 1.69182
11 C 0.08579 -0.37927 -0.42628
12 C 1.47937 0.06565 -0.78212
13 C 2.08390 0.84216 0.18637
14 C 1.73975 -0.53069 -1.99248
15 H 0.41192 -1.98210 -3.08942
16 H 2.66553 -0.73311 -2.50889
17 H -1.31365 -2.41224 0.99136
18 H 1.98372 1.67209 2.28370
19 H -1.94614 -1.27256 2.18701
20 H -0.28604 0.74684 2.58238

Löwdin population analysis, charges in e, atoms 1 to 8: 0.782 0.736 0.902 -0.463 -0.422 0.035 -0.253 -0.104

=====

[4]
Molecular formula: C14H16AuCl3GeN2OS3
Method: DFT, ωB97M-V/def2-TZVPD

The frontier orbital gap (spin up / spin down) is 5.7 / 5.4 eV. The value obtained for the electronic energy is -5515.3595 Eh. The charge is +1. As for the expectation value of S²: 0.922. The spin multiplicity is 2.

Element x y z (Å)
1 Au -0.16461 1.67122 0.42753
2 Ge 2.09502 2.84650 -0.43366
3 Cl 1.38545 4.89432 -0.66549
4 Cl 3.07041 2.32860 -2.27753
5 Cl 3.54599 2.83966 1.15340
6 S -2.14927 3.10047 0.78762
7 S 1.61937 -1.27594 0.74949
8 S -1.70452 -0.23613 0.74728
9 O 1.58281 0.16606 0.26195
10 N -8.13413 2.56048 1.77431
11 N -7.55300 -1.40756 1.61444
12 C 0.79500 -0.82167 -2.68247
13 C 3.35723 -1.56610 1.29881
14 C -5.78438 1.62841 1.36760
15 C 4.43302 -1.68332 0.23534
16 C 4.75202 -0.34687 -0.41973
17 C 1.84299 -1.75528 -2.08791
18 C -6.69121 -0.66519 1.49594
19 C -4.32733 -0.29759 1.15868
20 C -4.70011 2.46423 1.19552
21 C -5.59327 0.21925 1.34444
22 C -3.21817 0.54163 0.98427
23 C -7.08346 2.15080 1.58110
24 C -3.40704 1.95094 0.99644
25 C 1.43941 -2.34929 -0.74495
26 H 0.38128 -2.61128 -0.74451
27 H -4.83539 3.53472 1.21366
28 H 3.56058 -0.73230 1.97143
29 H 2.00586 -2.58785 -2.77828
30 H 3.83613 0.18212 -0.67654
31 H -4.18799 -1.36806 1.14038
32 H 2.78184 -1.21327 -1.99851
33 H 1.19654 -0.34850 -3.57478
34 H 5.33974 -0.49190 -1.32166
35 H 4.14713 -2.42240 -0.51433
36 H 3.27495 -2.48328 1.88175
37 H 5.33166 -2.06298 0.72818
38 H -0.10498 -1.36476 -2.95806
39 H 5.31997 0.28425 0.25691
40 H 0.52944 -0.03072 -1.98120
41 H 2.01504 -3.24146 -0.50686

Löwdin population analysis, charges in e, atoms 1 to 8: 0.521 -0.236 0.103 0.213 0.178 0.751 0.966 0.753

=====

[5]
Molecular formula: C24H32EuN10O4
Method: DFT, ωB97M-V/def2-TZVPD

The frontier orbital gap (spin up / spin down) is 7.5 / 8.2 eV. The value obtained for the electronic energy is -2492.1291 Eh. The charge is +2. The energy above the lowest of the compared OMol25 structures with the same formula, charge and spin comes out at 0.0 kcal per mole. As for the expectation value of S²: 15.759. The spin multiplicity is 8.

Element x y z (Å)
1 Eu 10.20460 9.49160 10.36394
2 O 12.41480 9.74539 9.25310
3 O 14.62927 10.23288 9.46914
4 O 15.04230 6.92363 14.89242
5 O 15.20239 5.04042 11.77464
6 N 9.03624 10.30326 8.20560
7 N 5.80960 6.60260 8.77831
8 N 8.02449 7.99834 9.66589
9 N 13.17175 11.49336 10.50682
10 N 11.13999 6.85979 10.23810
11 N 13.70356 5.64285 13.41822
12 N 11.93743 11.70670 11.15008
13 N 8.37043 10.81847 6.22787
14 N 7.06702 10.42159 14.84356
15 N 7.49645 9.87395 6.62779
16 C 7.10538 11.55727 13.90759
17 C 7.62488 9.18974 14.19732
18 C 11.87599 8.81182 14.46392
19 C 9.28088 11.04163 7.16475
20 C 6.21954 7.69637 8.16334
21 C 13.14266 5.77268 11.01788
22 C 14.97804 8.96169 8.90019
23 C 11.45897 6.37608 8.99678
24 C 14.12978 5.45290 12.10938
25 C 13.52937 5.48267 9.70103
26 C 6.50173 6.17448 9.83313
27 C 9.68727 8.61000 15.36762
28 C 9.14969 9.16093 14.20241
29 C 7.57173 6.91485 10.32764
30 C 13.33717 10.40722 9.70712
31 C 11.29583 9.25383 13.29844
32 C 7.37402 8.38019 8.56928
33 C 5.68536 10.21877 15.39696
34 C 7.90054 9.56268 7.82872
35 C 11.04010 8.45588 15.53510
36 C 11.96385 6.50968 11.25445
37 C 14.62869 5.61657 14.49261
38 C 9.90328 9.47226 13.05729
39 C 12.59528 5.71116 8.70704
40 H 14.49557 8.77950 7.96308
41 H 6.08087 5.29219 10.30899
42 H 6.35519 11.36406 13.14358
43 H 11.76346 6.91106 12.24510
44 H 5.41273 11.19161 15.83201
45 H 8.08104 11.67042 13.45209
46 H 7.10634 8.34240 14.68408
47 H 5.71558 9.47715 16.20529
48 H 7.70542 10.65806 15.64383
49 H 10.74414 6.67597 8.21646
50 H 15.43706 4.93922 14.23310
51 H 12.94176 8.72102 14.61400
52 H 15.67633 7.26890 14.24478
53 H 10.03958 11.80275 7.08764
54 H 9.02944 8.28012 16.21066
55 H 8.06511 6.54551 11.20055
56 H 8.27035 11.21976 5.31936
57 H 12.80885 5.38427 7.70960
58 H 14.75551 8.12909 9.57910
59 H 6.86749 12.49232 14.40960
60 H 13.98854 11.92969 10.87349
61 H 12.08752 11.71098 12.12326
62 H 12.79589 5.96384 13.59363
63 H 5.03182 9.92728 14.57311
64 H 14.10672 5.27145 15.35904
65 H 7.23866 9.22583 13.14650
66 H 5.65877 7.96975 7.28051
67 H 12.04238 9.36379 12.46509
68 H 11.65626 12.65183 10.88108
69 H 16.06442 8.96482 8.85532
70 H 14.49658 5.05874 9.49368
71 H 11.45072 8.05768 16.44744

Löwdin population analysis, charges in e, atoms 1 to 8: 1.537 -0.069 0.013 -0.040 0.109 -0.004 0.107 0.024

=====

[6]
Molecular formula: C9H17N4OOsS
Method: DFT, ωB97M-V/def2-TZVPD

The frontier orbital gap (spin up / spin down) is 8.7 / 6.6 eV. The value obtained for the electronic energy is -1135.5870 Eh. The charge is +2. As for the expectation value of S²: 8.764. The spin multiplicity is 6.

Element x y z (Å)
1 Os -0.36925 0.51588 -0.13826
2 S 2.09495 0.02988 -0.17616
3 O 0.03045 0.03818 -2.24216
4 N -1.37605 2.48288 0.56554
5 N 1.20205 -0.34172 -2.68276
6 N -1.30995 -1.61082 0.46984
7 N -0.38615 0.42648 2.35794
8 C 2.27335 -0.39632 -1.84696
9 C 1.31595 -0.68552 -3.97546
10 C -1.01065 -0.84172 2.78214
11 C 2.51645 -1.11132 -4.49996
12 C -2.00055 -1.39572 1.75224
13 C -2.05865 2.20978 1.84564
14 C -1.04705 1.65288 2.84714
15 C 3.50875 -0.80962 -2.34456
16 C 3.63485 -1.17162 -3.67386
17 H -0.22255 -1.58492 2.92494
18 H 4.34615 -0.85362 -1.66726
19 H -1.96045 -1.96682 -0.23356
20 H -1.53005 -0.71392 3.73754
21 H -1.54845 1.46868 3.80174
22 H -0.70775 3.24238 0.70944
23 H 0.57255 0.43008 2.70044
24 H -0.59115 -2.32452 0.59734
25 H -2.82835 -0.70332 1.58404
26 H -2.50615 3.11758 2.26624
27 H -2.42125 -2.32922 2.14664
28 H -0.28045 2.41268 3.01164
29 H -2.86445 1.49738 1.66054
30 H 0.40975 -0.61942 -4.55906
31 H 2.57405 -1.39742 -5.53906
32 H -2.04955 2.82758 -0.12326
33 H 4.58965 -1.49472 -4.05856

Löwdin population analysis, charges in e, atoms 1 to 8: 1.478 0.642 -0.295 -0.095 -0.218 -0.069 -0.152 -0.623